Entry 1:
Below is a molecular structure, C19H21BeFN2 at a distorted geometry, with properties calculated with wB97M-V/def2-TZVPD.

* orbital gap (alpha / beta): 0.190 / 0.190 hartree
* lowest unoccupied orbital energy (alpha / beta): -0.28 / -0.28 eV
* energy: -26137.632 eV
* energy above the lowest of the compared OMol25 structures with the same formula, charge and spin: 491.3 kJ/mol

The geometry in XYZ format:
```
44
Properties=species:S:1:pos:R:3:mulliken_charge:R:1
C -2.2393 -0.0033 -0.1627 -1.170
C -2.8611 1.2956 -1.1487 -0.678
H -3.0618 -0.6985 -0.0071 0.721
H -1.8345 0.3912 0.7656 0.437
H 0.1264 0.1331 1.0972 0.169
H -3.8084 0.9643 -1.5798 0.256
H -3.0714 2.0161 -0.3477 0.444
H -2.2634 1.8700 -1.8700 -0.076
C -1.2227 -2.3874 -0.5178 0.126
C -0.3556 -3.4414 -0.2760 -0.796
C 1.0125 -3.2888 -0.5208 -0.682
C 1.4682 -2.0590 -0.9915 -0.682
H -2.3043 -2.4821 -0.4007 0.331
H -0.7768 -4.3735 0.0906 0.426
H 1.7021 -4.1137 -0.3553 0.420
H 2.5134 -1.8819 -1.2498 0.368
N -0.7771 -1.1531 -0.8775 0.135
C 0.5685 -0.9983 -1.1339 0.676
C 0.9380 0.3637 -1.4636 0.166
N -0.1350 1.2128 -1.5381 0.346
C 0.0898 2.5477 -1.5517 -0.006
C 2.4843 2.2089 -1.5787 -0.450
C 1.3806 3.0711 -1.5576 -0.815
H -0.7914 3.1952 -1.5387 0.419
H 1.5058 4.1524 -1.5490 0.390
C 2.2533 0.8348 -1.5541 -1.051
H 3.0613 0.1058 -1.5717 0.355
H 3.4985 2.6020 -1.6034 0.424
Be -1.6436 0.3799 -1.5134 0.919
C -2.0544 -0.3170 -3.0389 -1.571
H -1.1975 -0.7869 -3.5378 0.286
H -2.4445 0.4464 -3.7243 0.293
H -2.8263 -1.0882 -2.9217 0.263
F 2.1314 0.1190 5.9146 -0.329
C 1.6180 0.1120 4.6397 0.332
C 2.0003 1.1295 3.7685 -0.535
C 1.4455 1.1308 2.4827 -0.451
C 0.5487 0.1295 2.1048 -0.100
C 0.1982 -0.8878 2.9957 -0.343
C 0.7338 -0.9060 4.2889 -0.528
H 2.7039 1.8971 4.0830 0.423
H 1.7106 1.9133 1.7682 0.330
H -0.4952 -1.6703 2.6807 0.390
H 0.4712 -1.6852 5.0018 0.416
```

---

Entry 2:
Below is C5H9NS2 in the gas phase at a distorted geometry, with properties calculated with wB97M-V/def2-TZVPD.

* orbital gap: 0.311 hartree
* lowest unoccupied orbital energy: 0.62 eV
* energy: -28488.112 eV
* energy above the lowest of the compared OMol25 structures with the same formula, charge and spin: 340.0 kJ/mol
* SMILES: NCC=C1SCCS1

The geometry in XYZ format:
```
17
Properties=species:S:1:pos:R:3:mulliken_charge:R:1
N 2.7976 -0.1171 0.8208 -0.552
C 2.2140 0.3725 -0.4862 -0.580
C 1.0283 1.1858 -0.3322 -0.351
C -0.1944 0.5927 -0.1671 0.439
S -1.6775 1.5425 0.0520 -0.142
C -2.6975 0.1240 0.5213 -0.630
C -2.1533 -1.1102 -0.3157 -0.744
S -0.4109 -1.0974 -0.1487 -0.154
H 3.5379 -0.4496 0.6557 0.160
H 2.3387 -0.9142 1.1962 0.235
H 1.9495 -0.4685 -1.1999 0.316
H 2.9667 1.1089 -0.8130 0.320
H 1.3801 2.3189 -0.5245 0.132
H -3.6834 0.2971 0.2726 0.420
H -2.5719 -0.0583 1.5737 0.317
H -2.3282 -1.2022 -1.2205 0.503
H -2.4956 -2.1250 0.1155 0.311
```

---

Entry 3:
Below is 2 unconnected molecules or ions with the total composition ClHNO2S at a distorted geometry, with properties calculated with wB97M-V/def2-TZVPD.

* total charge: -1
* orbital gap (alpha / beta): 0.229 / 0.227 hartree
* lowest unoccupied orbital energy (alpha / beta): 1.98 / 1.94 eV
* energy: -28956.753 eV
* energy above the lowest of the compared OMol25 structures with the same formula, charge and spin: 354.8 kJ/mol

The geometry in XYZ format:
```
6
Properties=species:S:1:pos:R:3:mulliken_charge:R:1
N -0.8730 -0.9247 0.1411 -0.229
O 2.4452 -1.0439 -0.7548 -0.490
O 3.5653 -1.0509 1.3535 -0.534
S 2.6852 -0.3439 0.4536 0.473
Cl 3.9098 1.2826 -0.3190 -0.452
H -0.5415 -1.5322 -0.7249 0.232
```

---

Entry 4:
Below is a molecular structure, C3H2GdLiO3 at a distorted geometry, with properties calculated with wB97M-V/def2-TZVPD.

* total charge: +3
* orbital gap (alpha / beta): 0.286 / 0.210 hartree
* 2S+1: 9
* lowest unoccupied orbital energy (alpha / beta): -12.77 / -15.53 eV
* energy: -30288.275 eV
* energy above the lowest of the compared OMol25 structures with the same formula, charge and spin: 334.1 kJ/mol

The geometry in XYZ format:
```
10
Properties=species:S:1:pos:R:3:lowdin_spin:R:1
C 1.0683 -0.5328 -0.7045 0.109
C 0.3987 0.1955 0.3092 0.501
O -0.6734 -0.3415 0.8691 0.255
C -1.9793 0.2262 0.6078 0.357
O -2.0992 0.9677 -0.3244 0.502
O 2.1530 -0.1701 -1.1915 0.251
Gd -3.8527 0.1033 2.5520 6.003
H 0.8351 1.0928 0.7566 0.017
H 0.2531 -0.9396 -1.3770 0.003
Li 3.8964 -0.6015 -1.4973 0.001
```

---

Entry 5:
Below is a molecular structure, C22H18IKN5O2S3 at a distorted geometry, with properties calculated with wB97M-V/def2-TZVPD.

* total charge: -1
* orbital gap: 0.226 hartree
* lowest unoccupied orbital energy: 1.95 eV
* energy: -91582.077 eV
* energy above the lowest of the compared OMol25 structures with the same formula, charge and spin: 12.9 kJ/mol

The geometry in XYZ format:
```
52
Properties=species:S:1:pos:R:3:mulliken_charge:R:1
K -0.4159 -0.0887 -2.1132 0.956
O 3.2440 0.5812 2.4711 -0.881
C 4.0284 0.6969 1.5060 0.701
C 5.2186 1.5549 1.6817 -0.753
C 6.1724 1.6367 0.6620 -0.105
C 5.9782 0.9642 -0.5724 -0.751
C 4.7428 0.3651 -0.8418 -0.358
C 3.7470 0.2153 0.1545 -0.060
C 2.4628 -0.4326 -0.1638 0.401
O 2.1601 -0.9627 -1.2904 -0.953
N 1.5705 -0.4722 0.8842 0.218
N 0.3654 -1.0522 0.5777 -0.555
C -0.5112 -1.1474 1.5724 0.189
S -1.8660 -2.1794 1.4465 -0.085
C -2.6944 -1.8544 2.9796 -0.656
C -1.7783 -1.0697 3.9386 -0.496
S -0.3562 -0.3463 3.1169 -0.182
H 1.9605 -0.1590 1.7943 0.564
H 5.4958 1.9392 2.6763 0.317
H 7.0851 2.2386 0.8496 0.307
H 6.7449 0.9943 -1.3530 0.338
H 4.4378 0.0416 -1.8341 0.361
H -2.8465 -2.8092 3.3821 0.346
H -3.5887 -1.2891 2.7877 0.377
H -1.2755 -1.5251 4.8091 0.358
H -2.3824 -0.2268 4.2878 0.263
S -5.1901 2.2476 -1.1624 -0.235
C -5.5227 0.8632 -2.1166 -0.418
C -4.4326 0.0913 -2.4250 -0.375
C -3.2653 0.6034 -1.9567 -1.003
C -3.3767 1.7370 -1.2645 0.400
C -2.3489 2.5892 -0.6879 0.386
C -2.7805 3.3048 0.4714 -0.661
C -2.0567 4.3701 0.8468 -0.318
C -0.8315 4.6572 0.1667 -0.618
C -0.3551 3.6643 -0.7084 -0.266
N -1.0279 2.5746 -1.0483 -0.058
H -6.3847 0.8324 -2.7831 0.328
H -4.5504 -0.8494 -2.9620 0.366
H -3.6890 2.9351 0.9149 0.472
H -2.3861 5.0454 1.6269 0.394
H -0.2903 5.5997 0.2262 0.352
H 0.6234 3.8386 -1.2064 0.325
I -0.5627 -7.2395 -2.7275 0.085
C -0.2395 -5.2494 -2.4190 -0.435
C 0.8834 -4.7410 -1.7891 -0.408
N 0.7506 -3.3909 -1.7865 0.348
N -0.4515 -2.9963 -2.2003 -0.371
C -1.1169 -4.1178 -2.6401 -0.367
H 1.7353 -5.2499 -1.4074 0.475
H 1.3074 -2.6798 -1.3555 0.327
H -2.1400 -4.0531 -3.0154 0.416
```

---

Entry 6:
Below is a molecular structure, C26H31N6O2STa, with properties calculated with wB97M-V/def2-TZVPD.

* total charge: +2
* orbital gap: 0.265 hartree
* lowest unoccupied orbital energy: -7.07 eV
* energy: -52878.452 eV
* energy above the lowest of the compared OMol25 structures with the same formula, charge and spin: 60.5 kJ/mol

The geometry in XYZ format:
```
67
Properties=species:S:1:pos:R:3:mulliken_charge:R:1
Ta -0.0594 -0.3138 -0.4630 0.925
C -0.9745 -3.2909 0.6378 -1.336
N -0.3344 -2.7081 -0.5733 -0.041
C 0.9987 -3.3628 -0.7437 -0.892
C 2.0563 -2.8520 0.2323 -0.619
C 2.9041 -1.7344 -0.3416 -1.461
N 2.1134 -0.5207 -0.6615 0.372
C 2.7849 0.4446 -1.2019 0.217
C 2.3467 1.7359 -1.6620 0.851
C 3.3269 2.5530 -2.2517 -1.274
C 3.0166 3.7950 -2.7589 -0.895
C 1.7036 4.2488 -2.6887 -0.542
C 0.7125 3.4711 -2.1100 -0.633
C 1.0253 2.2272 -1.5959 0.380
O 0.0614 1.4778 -1.0235 0.057
C -1.1572 -3.1512 -1.7594 -0.980
C -2.5736 -2.5994 -1.8900 -0.880
C -2.7249 -1.0895 -2.0637 -0.856
N -2.2154 -0.4197 -0.8526 -0.254
C -3.1195 -0.0412 0.0023 -0.078
C -2.9203 0.3031 1.3753 0.364
C -3.9641 0.8745 2.1254 -0.856
C -3.8218 1.0700 3.4770 -0.930
C -2.6454 0.6578 4.1112 -0.666
C -1.6146 0.0670 3.4038 -0.649
C -1.7414 -0.0980 2.0310 0.295
O -0.7783 -0.6694 1.3051 0.075
H -1.0882 -4.3680 0.5000 0.386
H -1.9509 -2.8426 0.7958 0.365
H -0.3715 -3.1053 1.5203 0.412
H 1.3300 -3.1861 -1.7681 0.431
H 0.8554 -4.4396 -0.6278 0.660
H 2.7322 -3.6720 0.4766 0.472
H 1.6022 -2.5453 1.1802 0.150
H 3.3881 -2.0843 -1.2560 0.577
H 3.6887 -1.4582 0.3650 0.641
H 3.8516 0.2686 -1.3469 0.497
H 4.3449 2.1880 -2.3148 0.470
H 3.7827 4.4058 -3.2140 0.448
H 1.4486 5.2188 -3.0944 0.488
H -0.3124 3.8149 -2.0623 0.593
H -1.2301 -4.2405 -1.6889 0.662
H -0.5900 -2.9218 -2.6556 0.533
H -3.1964 -2.9250 -1.0532 0.320
H -2.9905 -3.0767 -2.7796 0.542
H -3.7819 -0.8525 -2.1901 0.667
H -2.1875 -0.7315 -2.9361 0.299
H -4.1551 -0.0362 -0.3391 0.565
H -4.8810 1.1617 1.6246 0.503
H -4.6191 1.5179 4.0524 0.462
H -2.5431 0.7936 5.1799 0.479
H -0.7092 -0.2667 3.8944 0.513
S 1.0603 -0.4610 -5.0308 -0.273
C 0.5187 -0.5967 -3.5720 0.839
N 0.1174 -0.7184 -2.4492 -0.547
C -0.2228 3.2023 1.4806 -1.306
C 0.8078 2.2121 1.9033 0.270
N 1.0908 1.0290 1.3806 0.892
C 2.0770 0.4741 2.1742 -0.782
C 2.4044 1.3339 3.1684 -0.808
N 1.5969 2.4268 2.9783 -0.027
H -0.9136 2.7660 0.7680 0.073
H 0.2417 4.0759 1.0204 0.383
H -0.7905 3.5414 2.3475 0.481
H 2.4840 -0.5050 1.9920 0.315
H 3.1223 1.2715 3.9665 0.441
H 1.5826 3.2564 3.5501 0.221
```

---

Entry 7:
Below is a molecular structure, C38H37N3O5P2PtS at a distorted geometry, with properties calculated with wB97M-V/def2-TZVPD.

* total charge: +2
* orbital gap: 0.239 hartree
* lowest unoccupied orbital energy: -6.00 eV
* energy: -87362.782 eV
* energy above the lowest of the compared OMol25 structures with the same formula, charge and spin: 175.5 kJ/mol

The geometry in XYZ format:
```
87
Properties=species:S:1:pos:R:3:mulliken_charge:R:1
Pt 1.5344 -0.8199 0.1194 3.348
O 5.6269 -2.7253 1.4429 -0.383
C 4.8905 -2.2079 0.7194 0.795
O 4.1516 -1.8065 -0.0984 -0.428
C 4.3732 0.5290 2.3889 -0.550
C 3.7346 1.3874 1.3325 0.113
C 3.6441 2.7666 2.0202 -0.746
C 2.5332 2.5176 3.0640 -0.696
C 2.1904 1.0403 2.8083 -0.244
O 2.3298 0.9681 1.3428 -1.199
C 3.4084 0.3074 3.3046 -0.741
C 2.2411 -2.3953 2.9765 0.613
O 2.7244 -2.9835 3.8386 -0.326
O 1.5585 -2.0851 2.0609 -0.548
H 5.3794 0.7250 2.7450 0.378
H 4.1047 1.3710 0.3116 0.400
H 3.3573 3.5200 1.2884 0.268
H 4.5948 3.0644 2.4569 0.511
H 1.6440 3.1169 2.8752 0.180
H 2.8528 2.6879 4.0894 0.547
H 1.1931 0.7288 3.0942 0.541
H 3.6911 0.3320 4.3520 0.402
N -0.6257 -0.8444 -1.7373 0.014
P 0.1378 -2.1848 -0.9509 0.357
C 0.4896 -3.3260 -2.2810 0.709
C -0.5263 -3.6161 -3.1940 -0.371
C -0.2799 -4.5094 -4.2212 -0.903
C 0.9672 -5.1154 -4.3344 -0.526
C 1.9706 -4.8374 -3.4189 -0.701
C 1.7338 -3.9401 -2.3872 -0.288
C -1.0470 -2.9164 0.1683 0.461
C -1.3421 -4.2771 0.1039 -0.811
C -2.2670 -4.8174 0.9865 -0.762
C -2.8782 -4.0075 1.9316 -0.688
C -2.5574 -2.6554 2.0149 -0.824
C -1.6361 -2.1058 1.1425 0.522
P 0.6058 0.3118 -1.5346 -0.551
C 1.5491 0.4395 -3.0499 0.987
C 0.9108 0.8936 -4.2055 -0.674
C 1.6245 0.9905 -5.3864 -0.765
C 2.9736 0.6528 -5.4128 -0.567
C 3.6112 0.2113 -4.2632 -0.839
C 2.8987 0.0991 -3.0777 -0.082
C -0.1154 1.9063 -1.2068 0.885
C -1.4501 2.1477 -1.5175 -0.389
C -1.9829 3.4086 -1.2988 -0.636
C -1.1870 4.4163 -0.7714 -0.715
C 0.1463 4.1731 -0.4678 -0.653
C 0.6859 2.9182 -0.6847 -0.460
H -1.0665 -0.9593 -2.6437 0.501
H -1.5131 -3.1772 -3.0948 0.407
H -1.0623 -4.7414 -4.9308 0.443
H 1.1520 -5.8122 -5.1408 0.431
H 2.9359 -5.3166 -3.5071 0.457
H 2.5175 -3.7134 -1.6736 0.362
H -0.8609 -4.9131 -0.6281 0.433
H -2.5020 -5.8718 0.9394 0.456
H -3.5984 -4.4335 2.6176 0.430
H -3.0078 -2.0357 2.7801 0.579
H -1.3502 -1.0613 1.2379 -0.436
H -0.1335 1.1871 -4.1846 0.413
H 1.1353 1.3403 -6.2852 0.440
H 3.5290 0.7377 -6.3372 0.428
H 4.6610 -0.0472 -4.2897 0.472
H 3.3857 -0.2646 -2.1800 0.224
H -2.0743 1.3570 -1.9168 0.396
H -3.0173 3.6082 -1.5460 0.488
H -1.6070 5.3979 -0.5980 0.443
H 0.7597 4.9626 -0.0556 0.468
H 1.7227 2.7243 -0.4374 0.176
C -5.6657 0.9107 0.7439 -1.403
C -4.7447 1.5870 1.7027 1.082
C -5.1191 2.4735 2.6652 -1.025
C -4.1087 3.0342 3.4798 0.913
N -2.8292 2.7391 3.3339 -0.540
C -2.4505 1.8607 2.3934 -0.622
S -0.8454 1.4215 2.1396 0.110
N -3.4236 1.3012 1.5988 0.419
C -4.4563 3.9937 4.5687 -1.272
H -6.6920 1.2237 0.9127 0.396
H -5.6091 -0.1736 0.8573 0.326
H -5.3918 1.1577 -0.2836 0.324
H -6.1569 2.7381 2.7977 0.409
H -3.1060 0.6338 0.9091 -0.126
H -5.4776 4.3570 4.4860 0.373
H -3.7577 4.8284 4.5595 0.355
H -4.3392 3.4910 5.5310 0.298
```

---

Entry 8:
Below is a molecular structure, C30H43AuN2OP2, with properties calculated with wB97M-V/def2-TZVPD.

* total charge: +2
* orbital gap: 0.222 hartree
* lowest unoccupied orbital energy: -6.92 eV
* energy: -59092.944 eV
* energy above the lowest of the compared OMol25 structures with the same formula, charge and spin: 0.0 kJ/mol

The geometry in XYZ format:
```
79
Properties=species:S:1:pos:R:3:mulliken_charge:R:1
Au -0.2720 -0.0523 -0.4242 0.543
C -0.5850 3.7540 -1.5871 -1.482
C -0.5491 3.6747 -0.0590 0.586
C -1.9700 3.7307 0.5143 -1.384
P 0.2843 2.1478 0.4796 0.483
C 0.4907 2.1223 2.3072 0.925
C -0.6423 1.3818 3.0214 -1.042
C 0.7251 3.5339 2.8470 -1.597
C 1.9781 2.0818 -0.1092 0.423
C 2.8013 3.0885 -0.5761 -0.831
C 4.1238 2.7879 -0.8960 -0.983
C 4.5921 1.4908 -0.7415 -0.901
C 3.7572 0.4710 -0.2841 -0.186
C 2.4433 0.7731 0.0346 -0.864
N 1.4990 -0.2013 0.4784 1.152
C 1.7487 -1.2065 1.4239 -0.236
C 2.8385 -1.1543 2.2952 -0.547
C 2.9727 -2.1207 3.2797 -0.927
C 2.0392 -3.1439 3.4237 -0.980
C 0.9750 -3.2121 2.5430 -0.771
C 0.8418 -2.2591 1.5325 0.230
P -0.3875 -2.3460 0.2286 0.284
C 0.1989 -3.5576 -1.0101 0.538
C 1.4786 -3.0386 -1.6683 -1.389
C 0.3952 -4.9477 -0.4046 -1.542
C -1.9519 -2.9368 0.9498 0.759
C -2.9469 -3.3122 -0.1539 -1.650
C -2.5175 -1.8773 1.9030 -1.331
H -0.9627 4.7304 -1.8921 0.592
H 0.3982 3.6132 -2.0391 0.300
H -1.2644 2.9995 -1.9859 0.233
H 0.0456 4.5015 0.3378 0.701
H -2.5641 2.8874 0.1505 0.159
H -1.9916 3.7193 1.6024 0.302
H -2.4604 4.6464 0.1834 0.472
H 1.4085 1.5464 2.4334 0.305
H -1.6065 1.8761 2.8866 0.188
H -0.7285 0.3553 2.6590 -0.035
H -0.4388 1.3419 4.0922 0.517
H -0.1761 4.1454 2.8109 0.337
H 1.0286 3.4585 3.8918 0.496
H 1.5243 4.0518 2.3131 0.348
H 2.4330 4.1017 -0.6863 0.510
H 4.7817 3.5638 -1.2626 0.487
H 5.6202 1.2590 -0.9880 0.458
H 4.1236 -0.5441 -0.1909 0.633
H 3.5602 -0.3517 2.2168 0.590
H 3.8120 -2.0598 3.9608 0.465
H 2.1468 -3.8801 4.2077 0.502
H 0.2489 -4.0085 2.6459 0.430
H -0.5985 -3.5927 -1.7590 0.657
H 2.3011 -3.0084 -0.9500 0.275
H 1.7698 -3.7041 -2.4814 0.579
H 1.3462 -2.0362 -2.0837 0.093
H 1.2162 -4.9484 0.3130 0.360
H -0.5016 -5.3231 0.0908 0.384
H 0.6461 -5.6519 -1.1986 0.484
H -1.7040 -3.8288 1.5287 0.609
H -3.1360 -2.4717 -0.8267 0.341
H -2.6040 -4.1549 -0.7530 0.381
H -3.8984 -3.5958 0.2966 0.509
H -2.6536 -0.9158 1.3999 0.096
H -3.4910 -2.1972 2.2758 0.544
H -1.8662 -1.7174 2.7627 0.291
O 0.8293 0.7143 -2.5986 -0.471
C -0.1341 0.8610 -3.6220 -0.946
C -1.5375 0.6802 -3.0840 0.628
C -2.5825 0.9126 -3.9697 -0.867
C -3.8906 0.7545 -3.5657 -0.642
C -4.1459 0.3711 -2.2551 -0.833
C -3.0798 0.1563 -1.4196 -0.425
N -1.7944 0.3002 -1.8193 0.435
H 1.7011 0.5296 -2.9672 0.252
H 0.0162 0.1290 -4.4202 0.533
H -0.0713 1.8565 -4.0699 0.451
H -2.3489 1.2234 -4.9806 0.567
H -4.7033 0.9246 -4.2596 0.439
H -5.1545 0.2441 -1.8874 0.528
H -3.2294 -0.1369 -0.3911 0.478
```